The following is a DFT calculation (ωB97M-V with the def2-TZVPD basis set) of a cluster of 5 separate species, C23H50NO16S in total.

## Properties
Kohn-Sham gap ... 0.34473 hartree
LUMO ... -2.643 eV
HOMO ... -12.024 eV
Electronic energy ... -69739.361 eV

The geometry in ORCA input format:
```
! wB97M-V def2-TZVPD RIJCOSX def2/J DEFGRID3
* xyz 1 1
C 0.413 5.176 -0.823
O -0.132 3.992 -1.411
C 0.743 2.949 -1.466
S 2.155 3.291 -2.619
C 3.612 2.561 -1.787
N 3.521 1.175 -1.464
C 1.763 2.349 -4.213
O 2.688 1.445 -4.633
C 2.487 0.031 -4.388
O 1.175 -0.325 -4.181
C 0.865 -0.750 -2.846
C -0.585 -1.197 -2.782
O -0.768 -2.594 -2.800
H 1.156 4.930 -0.069
H 0.840 5.831 -1.575
H -0.410 5.685 -0.342
H 1.200 2.758 -0.493
H 0.236 2.071 -1.830
H 3.695 3.180 -0.898
H 4.463 2.808 -2.407
H 3.470 1.018 -0.470
H 4.268 0.626 -1.867
H 0.754 1.962 -4.101
H 1.743 3.163 -4.926
H 3.134 -0.291 -3.578
H 2.833 -0.460 -5.291
H 1.023 0.070 -2.161
H 1.517 -1.574 -2.566
H -1.135 -0.724 -3.596
H -1.001 -0.840 -1.842
H 0.001 -3.024 -3.184
C -2.667 -3.169 2.637
C -2.952 -2.933 1.172
O -3.408 -1.588 0.916
C -2.475 -0.654 0.920
O -1.289 -0.813 1.079
O -3.061 0.530 0.698
C -2.158 1.629 0.768
H -3.545 -2.930 3.238
H -2.413 -4.215 2.800
H -1.836 -2.556 2.985
H -3.771 -3.565 0.838
H -2.085 -3.145 0.547
H -1.305 1.461 0.111
H -1.814 1.783 1.790
H -2.704 2.505 0.432
C -1.822 4.133 4.969
C -0.493 3.578 4.511
O 0.033 4.297 3.374
C 0.578 5.480 3.655
O 0.709 5.972 4.740
O 0.974 6.030 2.498
C 1.535 7.343 2.632
H -2.537 4.141 4.145
H -2.223 3.516 5.772
H -1.716 5.151 5.340
H -0.605 2.555 4.157
H 0.245 3.582 5.311
H 2.352 7.344 3.349
H 0.771 8.052 2.944
H 1.906 7.614 1.648
C -7.953 -6.071 6.036
C -7.794 -6.750 4.695
O -8.286 -5.937 3.615
C -7.495 -4.938 3.242
O -6.407 -4.680 3.692
O -8.107 -4.265 2.267
C -7.393 -3.120 1.797
H -8.994 -5.788 6.197
H -7.649 -6.748 6.834
H -7.341 -5.172 6.097
H -8.398 -7.654 4.651
H -6.758 -7.023 4.500
H -6.387 -3.391 1.484
H -7.343 -2.358 2.572
H -7.955 -2.745 0.948
C 8.537 -3.845 -4.128
C 7.034 -3.815 -3.976
O 6.577 -2.590 -3.358
C 6.560 -1.528 -4.146
O 6.837 -1.478 -5.312
O 6.168 -0.471 -3.407
C 6.166 0.767 -4.118
H 9.021 -3.686 -3.164
H 8.849 -4.812 -4.519
H 8.880 -3.073 -4.815
H 6.701 -4.599 -3.299
H 6.526 -3.948 -4.930
H 5.564 0.705 -5.022
H 7.173 1.098 -4.362
H 5.722 1.492 -3.442
*
```